No. 1
56
Properties=species:S:1:pos:R:3:mulliken_charge:R:1 method="wB97M-V/def2-TZVPD" total_energy_ev=-68172.586
S -2.739 1.772 -1.134 -0.271
S 1.512 -2.149 -0.431 -0.307
S 5.526 -0.256 -1.472 -0.267
O 4.134 -4.322 0.885 -0.616
N 0.007 0.128 -0.492 1.078
N 0.323 -0.685 1.528 -0.556
N -0.445 0.408 1.633 -0.406
N -4.164 -0.428 -1.304 -0.518
N 3.629 -0.187 0.267 -0.164
N 4.639 -2.316 0.042 -0.092
N -3.195 0.061 0.793 -0.223
C -3.650 -1.083 1.295 0.840
C 1.608 4.172 -0.083 -0.721
C -4.658 -1.559 -0.813 0.908
C 3.782 -3.186 0.682 0.229
C -3.455 0.314 -0.470 0.239
C -0.646 0.892 0.438 0.388
C -4.403 -1.943 0.503 -0.922
C 1.440 2.991 1.999 -0.543
C -3.296 -1.362 2.714 -1.254
C 2.448 3.192 -0.576 -0.468
C 2.283 2.011 1.512 0.006
C 3.701 1.068 -0.266 -0.947
C 2.431 -2.651 1.068 -0.449
C 4.668 1.216 -1.218 -0.306
C 1.105 4.076 1.205 -0.589
C -0.711 -0.711 -2.690 -0.941
C -5.471 -2.401 -1.740 -1.259
C -1.462 2.087 0.149 -1.150
C 4.484 -0.990 -0.248 0.418
C 0.134 0.295 -1.916 -0.912
C 0.585 -0.853 0.260 0.421
C 2.799 2.104 0.222 1.161
H -3.403 -2.418 2.944 0.361
H -5.534 -1.917 -2.710 0.337
H 1.342 5.013 -0.707 0.409
H 1.191 0.160 -2.169 0.374
H -1.955 2.396 1.068 0.469
H 1.866 -3.429 1.579 0.472
H -1.769 -0.572 -2.481 0.145
H -5.014 -3.383 -1.852 0.324
H 4.947 2.097 -1.758 0.477
H 1.040 2.903 2.997 0.373
H -0.859 2.901 -0.253 0.286
H 5.494 -2.750 -0.289 0.236
H 2.506 -1.757 1.684 0.316
H 2.548 1.164 2.125 0.379
H -6.473 -2.538 -1.336 0.329
H 2.826 3.262 -1.586 0.370
H -4.778 -2.876 0.890 0.406
H -0.426 -1.726 -2.420 0.287
H -3.949 -0.787 3.370 0.274
H -2.275 -1.032 2.893 0.302
H -0.165 1.316 -2.165 0.427
H -0.550 -0.574 -3.755 0.434
H 0.449 4.845 1.587 0.404

***

No. 2
55
Properties=species:S:1:pos:R:3:mulliken_charge:R:1 method="wB97M-V/def2-TZVPD" multiplicity=4 total_energy_ev=-91618.616 relative_energy_ev=0.000 total_charge=-1
Re -7.925 -7.467 14.030 0.356
Sb -9.207 -4.591 13.541 0.731
S -8.361 -3.348 15.293 -0.610
S -10.733 -4.062 11.946 -0.622
S -7.406 -8.854 12.313 -0.271
S -7.300 -5.720 12.642 -0.398
S -9.959 -6.643 14.487 -0.486
O -8.423 -9.055 15.095 0.360
O -9.046 -10.952 14.123 -0.627
N -5.642 -8.104 10.419 0.040
C -5.747 -11.292 19.950 -1.493
C -2.243 -8.570 14.649 -0.304
C -5.262 -7.912 9.099 -0.436
C -4.485 -8.882 15.569 0.031
C -6.988 -8.092 10.777 -0.038
C -7.563 -7.516 8.522 -0.523
C -6.643 -11.234 18.739 0.595
C -6.433 -12.015 17.619 -0.496
C -7.934 -7.611 9.861 -0.120
C -8.120 -10.896 16.394 0.804
C -4.072 -7.284 13.767 -0.151
C -7.802 -10.369 18.743 -0.995
C -6.192 -6.984 15.215 -1.569
C -6.719 -12.798 15.309 -1.832
C -2.722 -7.614 13.734 -0.986
C -6.205 -7.645 8.149 -0.468
C -4.885 -7.760 14.801 0.297
C -7.103 -11.886 16.416 1.047
C -8.634 -10.353 15.071 -0.040
C -3.125 -9.207 15.523 -0.715
C -8.526 -10.183 17.565 0.612
C -9.801 -9.344 17.642 -1.190
H -6.360 -7.160 16.262 0.588
H -4.959 -8.437 11.108 0.263
H -5.160 -9.434 16.224 0.335
H -6.518 -13.788 15.723 0.433
H -5.743 -12.547 14.862 0.313
H -5.633 -12.792 17.632 0.286
H -4.243 -8.110 8.815 0.389
H -5.869 -10.396 20.592 0.375
H -2.087 -7.071 13.047 0.411
H -8.987 -7.398 10.159 0.315
H -2.718 -9.971 16.179 0.375
H -4.693 -11.330 19.625 0.334
H -8.337 -7.351 7.781 0.368
H -5.891 -12.179 20.606 0.295
H -9.662 -8.736 18.553 0.371
H -8.043 -9.946 19.707 0.366
H -10.657 -10.027 17.708 0.280
H -9.843 -8.675 16.773 0.110
H -7.423 -12.824 14.457 0.356
H -5.886 -7.550 7.118 0.347
H -5.986 -5.914 15.023 0.527
H -4.480 -6.725 12.932 0.646
H -1.215 -8.820 14.621 0.413

***

No. 3
51
Properties=species:S:1:pos:R:3:mulliken_charge:R:1 method="wB97M-V/def2-TZVPD" total_energy_ev=-43702.747 relative_energy_ev=0.053
S -1.625 1.553 -1.007 1.219
O -2.373 2.783 -1.071 -0.774
O -0.661 -1.216 -1.588 -0.213
O 0.877 -4.058 -0.090 -0.708
O -0.206 1.649 -1.203 -0.465
N 1.748 -2.097 -0.837 -0.017
C -0.829 0.101 1.132 -0.338
C -1.963 -0.950 -1.806 0.376
C -4.429 1.043 0.349 -1.753
C 3.635 -1.491 0.636 -1.073
C 3.283 -0.042 0.431 0.574
C -1.841 -2.942 -0.817 -0.869
C 2.572 0.655 1.399 -0.729
C 2.501 2.624 0.011 0.904
C -3.356 -0.329 2.153 -0.640
C 3.125 -2.374 -0.514 -0.984
C -0.984 -0.686 2.258 -0.632
C -2.734 -1.984 -1.345 -0.559
C 2.190 1.969 1.194 -0.417
C 3.625 0.627 -0.739 -0.295
C 3.236 1.937 -0.945 -0.687
C -0.584 -2.424 -0.979 0.810
C -2.256 -0.903 2.764 -0.892
C -3.222 0.460 1.012 0.803
C -1.938 0.657 0.522 0.378
C 2.016 4.016 -0.243 -1.547
C -2.283 0.395 -2.308 -1.022
C 0.737 -2.954 -0.583 0.039
H 4.720 -1.612 0.705 0.404
H 1.938 4.581 0.683 0.392
H -4.343 -0.497 2.557 0.450
H -4.840 0.332 -0.368 0.228
H 2.309 0.161 2.325 0.400
H 3.734 -2.214 -1.410 0.366
H -1.737 0.653 -3.212 0.544
H 0.142 0.304 0.710 0.503
H -4.173 1.959 -0.175 0.358
H 3.198 -1.839 1.573 0.333
H -2.082 -3.885 -0.372 0.582
H 1.024 3.958 -0.694 0.231
H -5.200 1.253 1.087 0.517
H 1.626 2.485 1.958 0.352
H 4.198 0.117 -1.500 0.378
H 3.500 2.431 -1.869 0.405
H 2.674 4.543 -0.930 0.398
H -0.124 -1.133 2.731 0.483
H -2.391 -1.520 3.639 0.388
H 1.532 -1.171 -1.176 0.322
H -3.801 -2.058 -1.391 0.566
H 3.180 -3.428 -0.232 0.510
H -3.346 0.561 -2.428 0.402